Record 1
51
Properties=species:S:1:pos:R:3:mulliken_charge:R:1 method="wB97M-V/def2-TZVPD" homo_energy_ev="-14.6 / -14.9" multiplicity=3 total_charge=+2 s_squared=2.043 energy_ha=-1828.78725
Au -0.249 0.356 -0.253 1.32
N 1.995 0.282 -0.007 -0.54
C 2.556 1.621 0.090 0.34
C 3.878 1.825 0.354 -0.43
C 4.399 3.131 0.422 -0.77
C 3.577 4.198 0.202 -1.01
C 2.205 4.004 -0.080 1.05
C 1.328 5.081 -0.337 -0.43
C 0.024 4.826 -0.629 -1.01
C -0.433 3.500 -0.642 -0.35
N 0.348 2.460 -0.385 -0.49
C 1.682 2.697 -0.123 0.03
H 2.230 -0.248 0.826 0.43
H 2.394 -0.204 -0.806 0.45
H 4.537 0.976 0.513 0.44
H 5.449 3.278 0.635 0.41
H 3.963 5.211 0.236 0.43
H 1.709 6.096 -0.304 0.46
H -0.678 5.620 -0.847 0.47
H -1.460 3.288 -0.864 0.90
O -3.077 2.078 -0.882 -0.65
S -3.671 1.048 -0.096 0.87
O -4.898 0.451 -0.506 -0.66
N -2.434 -0.152 -0.075 -0.58
C -2.709 -1.446 0.067 0.81
C -4.000 -2.032 0.264 -0.25
C -4.165 -3.401 0.363 -1.19
C -3.086 -4.255 0.274 -0.75
C -1.767 -3.737 0.106 1.17
C -0.643 -4.575 0.034 -0.44
C 0.603 -4.024 -0.105 -0.98
C 0.712 -2.638 -0.163 0.09
N -0.339 -1.827 -0.103 -0.47
C -1.573 -2.357 0.022 0.36
C -3.742 1.504 1.584 0.69
C -2.761 2.349 2.101 -0.20
C -2.817 2.680 3.443 -0.62
C -3.847 2.188 4.238 -0.51
C -4.828 1.362 3.703 -0.61
C -4.788 1.016 2.363 -0.44
H -4.866 -1.396 0.319 0.50
H -5.161 -3.801 0.502 0.44
H -3.224 -5.329 0.334 0.44
H -0.772 -5.650 0.086 0.47
H 1.493 -4.635 -0.166 0.43
H 1.686 -2.182 -0.264 0.39
H -1.982 2.747 1.461 0.29
H -2.069 3.338 3.867 0.43
H -3.896 2.469 5.282 0.41
H -5.637 1.004 4.325 0.43
H -5.570 0.409 1.923 0.46

=====

Record 2
65
Properties=species:S:1:pos:R:3:mulliken_charge:R:1 method="wB97M-V/def2-TZVPD" homo_energy_ev="-11.0 / -11.3" multiplicity=6 total_charge=+1 s_squared=8.761 energy_ha=-3112.93641
Fe 1.284 -0.026 -1.159 -0.28
O 4.582 2.118 -1.711 -0.62
C 3.459 1.735 -1.525 0.15
O 3.077 0.483 -1.402 -0.64
C 2.319 2.729 -1.356 0.65
C 2.558 4.111 -1.424 -0.76
C 1.505 4.958 -1.235 -0.70
C 0.219 4.436 -0.960 0.81
C -0.909 5.258 -0.722 -0.78
C -2.123 4.703 -0.438 -0.95
C -2.265 3.300 -0.374 -0.90
C -1.196 2.480 -0.603 0.97
C 0.067 3.034 -0.910 -0.67
N 1.132 2.207 -1.132 0.39
H 3.564 4.450 -1.622 0.57
H 1.640 6.032 -1.281 0.47
H -0.789 6.333 -0.765 0.43
H -2.981 5.335 -0.254 0.43
H -3.232 2.872 -0.139 0.51
H -1.305 1.403 -0.550 -0.03
N -0.223 -0.011 -2.731 -0.72
C -1.354 -0.785 -2.263 1.17
C -2.609 -0.188 -2.260 -0.64
C -3.711 -0.874 -1.779 -0.76
C -3.552 -2.171 -1.311 -0.89
C -2.301 -2.761 -1.329 -0.84
C -1.167 -2.093 -1.801 0.84
C 0.166 -2.756 -1.799 1.58
C 0.256 -4.140 -1.963 -0.76
C 1.487 -4.777 -1.914 -0.72
C 2.650 -4.043 -1.720 -0.71
C 2.573 -2.664 -1.575 -0.03
C 1.340 -2.009 -1.595 -0.86
H 0.259 -0.490 -3.489 0.34
H -0.529 0.899 -3.064 0.38
H -2.721 0.818 -2.648 0.46
H -4.685 -0.403 -1.782 0.44
H -4.401 -2.723 -0.933 0.43
H -2.194 -3.767 -0.947 0.43
H -0.630 -4.730 -2.155 0.49
H 1.538 -5.849 -2.050 0.41
H 3.612 -4.538 -1.701 0.45
H 3.483 -2.089 -1.457 0.48
C -0.995 0.153 3.807 -0.98
N -1.367 -1.009 3.000 0.13
C -0.561 -2.157 3.423 -0.93
N 0.879 -1.910 3.360 0.16
C 1.191 -0.722 4.156 -0.87
N 0.433 0.467 3.758 0.13
C 0.834 0.950 2.444 -1.14
P 0.528 -0.345 1.156 2.22
C -1.234 -0.750 1.574 -0.95
C 1.346 -1.782 1.986 -1.29
H -1.259 -0.058 4.843 0.30
H -1.566 1.022 3.474 0.41
H -0.807 -3.020 2.802 0.39
H -0.821 -2.388 4.457 0.29
H 2.259 -0.510 4.085 0.40
H 0.951 -0.941 5.197 0.31
H 1.895 1.209 2.447 0.46
H 0.273 1.853 2.188 0.42
H -1.545 -1.625 0.999 0.29
H -1.881 0.082 1.285 0.42
H 2.429 -1.640 1.966 0.44
H 1.124 -2.688 1.418 0.38

=====

Record 3
16
Properties=species:S:1:pos:R:3:mulliken_charge:R:1 method="wB97M-V/def2-TZVPD" homo_energy_ev=-8.6 e_above_lowest_kcal_mol=17.2 smiles=CCSS.O.O energy_ha=-1029.03144
C 0.249 -0.200 -2.780 -1.08
C -0.451 -0.751 -1.537 -0.33
S 0.686 -0.999 -0.074 -0.16
S -0.409 -1.062 1.696 -0.18
H 1.214 -0.667 -2.898 0.31
H 0.335 0.874 -2.739 0.29
H -0.304 -0.495 -3.689 0.34
H -0.882 -1.770 -1.733 0.38
H -1.331 -0.164 -1.284 0.30
H -0.969 0.183 1.619 0.18
H -1.894 2.396 -0.395 0.30
H -0.555 2.131 0.265 0.23
O -1.536 1.940 0.382 -0.59
H 1.390 1.372 0.029 0.33
H 1.027 2.806 0.300 0.33
O 1.379 2.028 0.754 -0.66